No. 1
Computed, not measured: a 8-piece molecular cluster, C29H64F2N4O10 overall in a non-equilibrium geometry, with wB97M-V/def2-TZVPD.

Each line ends with the Löwdin charge.
CARTESIAN COORDINATES (ANGSTROEM)
N1 -1.373 1.911 1.419  0.232
C1 -1.665 0.813 1.268  -0.188
C2 -2.122 -0.574 1.242  -0.199
C3 -3.657 -0.574 1.320  -0.160
C4 -4.343 0.432 0.407  -0.176
C5 -4.179 0.086 -1.092  -0.170
C6 -3.441 1.127 -1.914  -0.251
O1 -3.790 1.017 -3.298  -0.082
C7 -1.456 -1.364 2.413  -0.297
C8 -2.376 -2.473 2.728  -0.184
N2 -3.120 -3.305 2.980  0.247
C9 -1.372 -0.544 3.729  -0.096
C10 -0.039 0.149 3.988  -0.178
C11 1.055 -0.763 4.574  -0.189
C12 1.799 -0.121 5.759  -0.193
C13 3.171 0.437 5.387  -0.289
N3 3.100 1.882 5.134  0.001
N4 -0.137 -1.997 2.066  0.138
C14 -0.196 -3.405 1.797  -0.481
O2 0.182 -4.223 2.565  0.222
F1 -0.729 -3.742 0.619  0.153
C15 0.639 -1.284 1.129  -0.490
O3 1.450 -0.456 1.359  0.205
F2 0.436 -1.633 -0.152  0.118
H1 -1.866 -0.996 0.275  0.144
H2 -4.035 -1.546 1.040  0.102
H3 -3.978 -0.407 2.345  0.129
H4 -4.078 1.463 0.619  0.106
H5 -5.398 0.339 0.628  0.096
H6 -5.168 -0.005 -1.528  0.099
H7 -3.718 -0.895 -1.192  0.116
H8 -2.363 0.971 -1.854  0.108
H9 -3.706 2.137 -1.626  0.115
H10 -3.980 0.094 -3.495  0.066
H11 -1.507 -1.262 4.532  0.123
H12 -2.220 0.126 3.787  0.125
H13 0.321 0.704 3.132  0.084
H14 -0.240 0.899 4.747  0.112
H15 0.624 -1.708 4.888  0.104
H16 1.791 -0.994 3.811  0.084
H17 1.207 0.672 6.206  0.100
H18 1.949 -0.870 6.532  0.100
H19 3.855 0.298 6.219  0.102
H20 3.581 -0.127 4.545  0.101
H21 4.050 2.222 5.046  0.058
H22 2.667 2.068 4.236  0.039
C16 3.204 -3.296 -0.505  -0.075
C17 4.646 -2.934 -0.803  -0.311
O4 4.744 -1.660 -1.435  -0.079
H23 2.618 -3.305 -1.424  0.069
H24 3.138 -4.279 -0.035  0.084
H25 2.754 -2.559 0.158  0.048
H26 5.091 -3.659 -1.482  0.114
H27 5.237 -2.919 0.120  0.099
H28 4.363 -1.006 -0.840  0.080
C18 0.287 -1.638 -3.312  -0.078
C19 -0.844 -2.068 -4.226  -0.309
O5 -1.817 -1.037 -4.327  -0.096
H29 -0.104 -1.388 -2.332  0.047
H30 1.037 -2.425 -3.205  0.069
H31 0.777 -0.745 -3.707  0.081
H32 -1.352 -2.947 -3.829  0.110
H33 -0.460 -2.319 -5.222  0.104
H34 -1.379 -0.250 -4.678  0.042
C20 1.277 4.860 1.718  -0.091
C21 2.267 5.080 2.845  -0.304
O6 3.139 3.961 3.005  -0.100
H35 0.685 3.962 1.905  0.056
H36 0.602 5.709 1.612  0.074
H37 1.799 4.717 0.768  0.066
H38 1.745 5.200 3.793  0.114
H39 2.863 5.981 2.667  0.109
H40 3.625 3.845 2.182  0.084
C22 -8.774 -2.239 -0.321  -0.088
C23 -7.482 -1.557 -0.731  -0.320
O7 -6.398 -1.919 0.125  -0.092
H41 -9.028 -1.984 0.708  0.078
H42 -9.597 -1.939 -0.970  0.076
H43 -8.670 -3.325 -0.375  0.074
H44 -7.583 -0.474 -0.660  0.111
H45 -7.228 -1.808 -1.766  0.112
H46 -6.287 -2.874 0.067  0.092
C24 0.424 0.485 -8.093  -0.086
C25 -0.869 0.433 -7.301  -0.302
O8 -0.751 1.117 -6.052  -0.092
H47 1.240 0.046 -7.519  0.076
H48 0.328 -0.056 -9.035  0.076
H49 0.700 1.518 -8.316  0.073
H50 -1.133 -0.597 -7.064  0.104
H51 -1.691 0.870 -7.876  0.114
H52 -0.537 2.037 -6.234  0.091
C26 9.032 -3.962 0.596  -0.093
C27 8.265 -3.149 1.622  -0.327
O9 8.277 -1.760 1.301  -0.084
H53 10.063 -3.614 0.531  0.075
H54 9.035 -5.022 0.854  0.073
H55 8.586 -3.850 -0.396  0.069
H56 8.722 -3.250 2.605  0.110
H57 7.228 -3.496 1.693  0.096
H58 7.865 -1.654 0.437  0.074
C28 -1.909 5.674 -1.513  -0.092
C29 -0.782 6.540 -2.046  -0.321
O10 0.414 6.374 -1.288  -0.093
H59 -2.109 5.912 -0.468  0.075
H60 -2.825 5.823 -2.087  0.073
H61 -1.641 4.616 -1.562  0.067
H62 -1.045 7.594 -1.979  0.110
H63 -0.584 6.305 -3.097  0.106
H64 0.669 5.448 -1.345  0.069

Calculated values
HOMO = -8.848 eV
gap between HOMO and LUMO = 8.864 eV
electronic energy = -2314.4069 Ha
structure (SMILES) = N#C[C@H](CCCCO)[C@](C#N)(CCCCCN)N(C(=O)F)C(=O)F.CCO.CCO.CCO.CCO.CCO.CCO.CCO
net charge = 0

***

No. 2
Computed, not measured: C6H9N in the gas phase in a non-equilibrium geometry, with wB97M-V/def2-TZVPD.

Each line ends with the Löwdin charge.
CARTESIAN COORDINATES (ANGSTROEM)
C1 0.400 -1.535 -0.853  -0.058
C2 -0.747 -0.669 -0.355  -0.248
C3 -0.728 0.797 -0.024  -0.270
C4 0.406 1.714 -0.382  -0.056
C5 -0.702 -0.222 1.098  -0.197
C6 0.576 -0.324 1.767  -0.212
N1 1.626 -0.318 2.257  0.160
H1 0.417 -2.488 -0.305  0.087
H2 0.302 -1.772 -1.916  0.077
H3 1.376 -1.072 -0.676  0.070
H4 -1.716 -0.880 -0.788  0.131
H5 -1.712 1.259 -0.096  0.136
H6 1.314 1.145 -0.594  0.073
H7 0.131 2.255 -1.295  0.082
H8 0.618 2.441 0.407  0.085
H9 -1.561 -0.330 1.755  0.139

Calculated values
relative energy (zero: lowest compared OMol25 entry of this formula, charge and spin) = 117.3 kJ/mol
HOMO = -10.424 eV
gap between HOMO and LUMO = 11.281 eV
electronic energy = -288.7374 Ha
structure (SMILES) = C[C@@H]1[C@H](C)[C@@H]1C#N
net charge = 0

***

No. 3
Computed, not measured: C10H9CsF6N5O4S3 as an isolated structure in a non-equilibrium geometry, with wB97M-V/def2-TZVPD.

Each line ends with the Löwdin charge.
CARTESIAN COORDINATES (ANGSTROEM)
Cs1 -0.274 -1.078 0.251  1.195
C1 -3.457 3.569 0.180  -0.065
C2 -2.448 2.445 0.230  -0.296
N1 -2.791 1.204 0.284  0.011
N2 -4.124 0.957 0.281  -0.065
C3 -4.448 -0.311 0.433  -0.969
N3 -5.805 -0.543 0.455  0.017
S1 -3.467 -1.688 0.632  0.341
C4 -1.018 2.824 0.216  -0.223
C5 -0.669 4.184 0.199  -0.033
C6 0.661 4.558 0.188  -0.079
C7 1.636 3.577 0.192  -0.071
C8 1.214 2.256 0.210  -0.151
N4 -0.060 1.882 0.222  -0.004
H1 -4.458 3.154 0.184  0.048
H2 -3.331 4.177 -0.719  0.075
H3 -3.354 4.235 1.041  0.075
H4 -6.371 0.195 0.065  0.074
H5 -6.075 -1.492 0.275  0.047
H6 -1.430 4.949 0.195  0.090
H7 0.925 5.609 0.174  0.101
H8 2.693 3.803 0.181  0.098
H9 1.939 1.448 0.211  0.081
F1 3.405 -2.892 1.886  0.138
C9 4.289 -2.431 1.004  -0.670
F2 5.051 -3.450 0.602  0.129
F3 5.069 -1.544 1.628  0.132
S2 3.462 -1.626 -0.446  0.561
O1 2.411 -0.863 0.171  -0.528
O2 4.519 -0.945 -1.115  -0.262
N5 2.921 -2.784 -1.340  -0.289
S3 1.612 -3.646 -1.144  0.536
O3 0.787 -3.616 -2.310  -0.272
O4 0.957 -3.480 0.128  -0.505
C10 2.370 -5.338 -1.163  -0.675
F4 1.415 -6.260 -1.294  0.136
F5 3.018 -5.565 -0.017  0.131
F6 3.224 -5.474 -2.171  0.141

Calculated values
relative energy (zero: lowest compared OMol25 entry of this formula, charge and spin) = 44.3 kJ/mol
HOMO = -4.458 eV
gap between HOMO and LUMO = 6.717 eV
electronic energy = -2775.2219 Ha
net charge = -1

***

No. 4
Computed, not measured: a 2-piece molecular cluster, C5H13N2 overall in a non-equilibrium geometry, with wB97M-V/def2-TZVPD.

Each line ends with the Löwdin charge.
CARTESIAN COORDINATES (ANGSTROEM)
C1 -0.974 -1.984 -1.135  -0.002
N1 -0.806 -0.496 -1.198  -0.069
C2 -0.343 -0.046 -2.540  0.001
H1 -1.495 -2.208 -0.206  0.103
H2 -1.619 -2.313 -1.945  0.102
H3 -0.003 -2.465 -1.155  0.105
H4 -0.082 -0.206 -0.480  0.088
H5 -1.689 -0.084 -0.910  0.167
H6 0.630 -0.502 -2.716  0.107
H7 -0.222 1.032 -2.510  0.104
H8 -1.033 -0.438 -3.280  0.103
C3 0.245 1.472 1.265  -0.243
C4 -0.669 1.233 2.212  0.036
C5 1.920 -0.084 1.452  0.040
N2 1.039 0.444 0.703  -0.075
H9 0.259 2.441 0.780  0.112
H10 -0.874 0.216 2.522  0.066
H11 -1.198 2.062 2.657  0.065
H12 2.607 -0.797 1.015  0.087
H13 2.006 0.260 2.481  0.101

Calculated values
relative energy (zero: lowest compared OMol25 entry of this formula, charge and spin) = 240.9 kJ/mol
HOMO = -13.375 eV
gap between HOMO and LUMO = 10.504 eV
electronic energy = -307.5299 Ha
net charge = +1